w:
Below is one molecule with the formula CH4O3S, with properties calculated with ωB97M-V with the def2-TZVPD basis set.

Each line ends with the natural charge from an NBO analysis.
Positions of all 9 atoms, in Å:
C  -0.0689  -0.9703  0.5963  -0.864
S  -0.3957  0.4550  -0.4214  2.212
O  -0.3949  0.2630  -1.8692  -0.896
O  -1.6823  1.0328  0.0330  -0.856
O  1.2572  1.1145  -0.1693  -0.845
H  -0.0557  -0.6758  1.6072  0.259
H  0.8989  -1.4010  0.4937  0.259
H  -0.8175  -1.7275  0.2575  0.263
H  1.2589  1.9093  -0.5280  0.468

The value obtained for the highest occupied orbital energy is -11.16 eV. As for the orbital gap: 11.42 eV. The structure (SMILES) is CS(=O)(=O)O. The calculation puts the LUMO energy at 0.3 eV.

=====

x:
Below is a 3-piece molecular cluster, CH4O3S overall, with properties calculated with ωB97M-V with the def2-TZVPD basis set.

Each line ends with the natural charge from an NBO analysis.
Positions of all 9 atoms, in Å:
C  1.0360  -0.2355  0.4495  0.648
O  -0.1395  -0.0256  0.9788  -0.672
O  -1.0294  1.0987  -1.0928  -0.926
O  1.4240  0.1594  -0.6274  -0.611
S  0.1703  -2.8418  2.1588  -0.016
H  -1.9517  1.1623  -1.4675  0.480
H  1.6395  -0.8423  1.2175  0.104
H  -0.5317  0.4808  0.2873  0.505
H  -0.6175  1.0440  -1.9042  0.488

The value obtained for the highest occupied orbital energy (alpha / beta) is -9.92 / -9.91 eV. As for the orbital gap (alpha / beta): 7.31 / 7.33 eV. The calculation puts the LUMO energy (alpha / beta) at -2.6 / -2.6 eV.

=====

So which one is most stable? That would be w, about 32.4 kcal/mol below the next structure.

=====

w:
Below is one molecule with the formula C14H11N, with properties calculated with ωB97M-V with the def2-TZVPD basis set.

Each line ends with the natural charge from an NBO analysis.
Positions of all 26 atoms, in Å:
N  2.5901  2.2068  0.0430  -0.833
C  2.4466  0.8252  0.0480  0.303
C  3.5487  0.1690  0.3095  -0.364
C  3.2833  -1.3060  0.2431  -0.149
C  2.0302  -1.9484  -0.1246  -0.272
C  0.9066  -1.1132  -0.4118  -0.043
C  -0.4390  -1.5678  -0.1401  -0.137
C  -1.4527  -0.6222  -0.1010  -0.069
C  -2.8471  -1.1949  0.1348  -0.190
C  -3.9785  -0.5005  0.1705  -0.242
C  -3.9091  0.9245  0.2338  -0.240
C  -2.5636  1.3482  0.0676  -0.164
C  -1.2586  0.6884  -0.2084  -0.102
C  0.0492  1.2007  -0.2002  -0.123
C  1.0725  0.3281  -0.2680  -0.124
H  3.5315  2.4242  -0.0814  0.370
H  1.9765  2.8959  -0.6120  0.381
H  4.5726  0.4211  0.7751  0.241
H  4.1890  -1.9119  0.7006  0.206
H  2.0846  -3.0390  0.0133  0.231
H  -0.8084  -2.6106  0.2370  0.229
H  -3.1464  -2.3498  -0.2657  0.213
H  -4.8945  -1.1837  0.1005  0.223
H  -4.5939  1.8132  0.6271  0.249
H  -2.6225  2.4271  -0.1903  0.196
H  0.2486  2.2796  -0.1254  0.211

The value obtained for the highest occupied orbital energy is -7.30 eV. As for the orbital gap: 7.22 eV. The structure (SMILES) is Nc1cccc2cc3ccccc3cc12. The calculation puts the LUMO energy at -0.1 eV.

=====

x:
Below is one molecule with the formula C14H11N, with properties calculated with ωB97M-V with the def2-TZVPD basis set.

Each line ends with the natural charge from an NBO analysis.
Positions of all 26 atoms, in Å:
N  -1.9274  2.8402  0.2089  -0.840
C  -0.8543  1.7197  -0.0577  0.186
C  0.4076  1.8483  -0.0111  -0.251
C  1.4639  0.8415  -0.0982  -0.024
C  2.8301  1.1052  -0.3440  -0.224
C  3.6191  0.0556  -0.0243  -0.180
C  3.2772  -1.4289  0.0108  -0.232
C  1.8638  -1.5227  0.0543  -0.160
C  0.9253  -0.4199  0.0075  -0.066
C  -0.5532  -0.6935  0.1604  0.011
C  -1.0949  -1.8975  0.3076  -0.178
C  -2.3616  -2.1938  -0.0035  -0.225
C  -3.2515  -1.1880  -0.3227  -0.195
C  -2.7399  0.1281  -0.4134  -0.181
C  -1.3814  0.3222  -0.0069  -0.083
H  -1.3527  3.5891  -0.0158  0.360
H  -2.2639  2.7037  1.3447  0.383
H  0.7364  2.9251  0.1670  0.191
H  3.2037  2.1886  -0.2410  0.229
H  4.6318  0.1852  -0.3187  0.196
H  3.9673  -2.3038  -0.2104  0.242
H  1.4989  -2.5138  0.1738  0.195
H  -0.3357  -2.6648  0.7475  0.203
H  -2.7255  -3.1501  -0.0311  0.210
H  -4.2215  -1.4299  -0.6293  0.208
H  -3.3615  0.9545  -0.4545  0.226

The value obtained for the highest occupied orbital energy is -8.27 eV. As for the orbital gap: 8.88 eV. The structure (SMILES) is Nc1cc2ccccc2c2ccccc12. The calculation puts the LUMO energy at 0.6 eV.

=====

So which one is most stable? That would be x, about 24.1 kcal/mol below the next structure.

=====

w:
Below is one molecule with the formula C4H7F, with properties calculated with ωB97M-V with the def2-TZVPD basis set.

Each line ends with the natural charge from an NBO analysis.
Positions of all 12 atoms, in Å:
F  -2.2831  -0.1317  -0.1970  -0.366
C  -1.0158  -0.1031  0.4408  0.194
C  0.1538  -1.0850  -0.1678  -0.425
C  1.1408  0.0957  -0.0395  -0.401
C  -0.2388  0.9955  -0.1694  -0.437
H  -0.9416  0.0340  1.6072  0.182
H  -0.0376  -1.3623  -1.2457  0.216
H  0.3223  -2.0437  0.3330  0.205
H  1.9367  0.1801  -0.7474  0.217
H  1.5030  0.1136  1.1229  0.192
H  -0.4599  1.2702  -1.1397  0.220
H  -0.0797  2.0368  0.2026  0.203

The value obtained for the highest occupied orbital energy is -10.53 eV. As for the orbital gap: 11.71 eV. The structure (SMILES) is FC1CCC1. The calculation puts the LUMO energy at 1.2 eV.

=====

x:
Below is one molecule with the formula C4H7F, with properties calculated with ωB97M-V with the def2-TZVPD basis set.

Each line ends with the natural charge from an NBO analysis.
Positions of all 12 atoms, in Å:
C  -1.3146  -0.6828  -0.0016  -0.634
C  0.0819  -0.1301  0.0173  -0.086
C  0.3516  1.3477  0.0308  -0.640
C  1.1435  -0.8573  0.0054  0.216
F  2.3893  -0.3639  -0.0243  -0.342
H  -1.7866  -1.0410  0.8964  0.224
H  -1.3355  -1.4793  -0.7327  0.224
H  -2.0233  0.0753  -0.4289  0.215
H  -0.5896  1.9084  -0.0381  0.212
H  0.8651  1.4189  0.9489  0.228
H  1.0160  1.7099  -0.8231  0.227
H  1.2022  -1.9058  0.1500  0.157

The value obtained for the highest occupied orbital energy is -9.20 eV. As for the orbital gap: 10.27 eV. The structure (SMILES) is CC(C)=CF. The calculation puts the LUMO energy at 1.1 eV.

=====

So which one is most stable? That would be x, about 22.0 kcal/mol below the next structure.